(1)
{
  "formula": "C42H43Br2LaN10O2P",
  "method": "ωB97M-V/def2-TZVPD",
  "species": ["La", "C", "C", "N", "C", "C", "N", "C", "C", "C", "C", "C", "N", "C", "C", "N", "C", "C", "N", "C", "C", "C", "N", "C", "C", "H", "H", "H", "H", "H", "H", "H", "H", "H", "H", "H", "H", "C", "C", "C", "C", "C", "H", "H", "H", "H", "H", "Br", "C", "C", "C", "Br", "C", "C", "C", "C", "N", "C", "C", "O", "H", "H", "H", "H", "C", "P", "C", "C", "O", "H", "H", "H", "H", "H", "H", "H", "H", "H", "C", "C", "N", "C", "N", "C", "C", "C", "N", "C", "H", "H", "H", "H", "H", "H", "H", "H", "H", "H", "H", "H", "H"],
  "positions_angstrom": [[12.519795, 12.546050, 12.180820], [8.505610, 11.864281, 9.619953], [9.808991, 12.253979, 9.804635], [10.153879, 12.949380, 10.995433], [9.130665, 13.502926, 11.713888], [7.780683, 13.235429, 11.301370], [7.480317, 12.368348, 10.335501], [9.476383, 14.211085, 12.929933], [8.591280, 15.160780, 13.502542], [8.923175, 15.785296, 14.697844], [10.093479, 15.406338, 15.355984], [10.920295, 14.473753, 14.737908], [10.666098, 13.988216, 13.485669], [12.067834, 13.936979, 15.513968], [12.280604, 14.295155, 16.844769], [13.305995, 13.798161, 17.533186], [14.141231, 12.997313, 16.977480], [14.202495, 12.839566, 15.518037], [12.910798, 13.082331, 14.875274], [8.079699, 16.992434, 15.168422], [7.085351, 17.650735, 14.385108], [6.782607, 18.949496, 14.760332], [7.081659, 19.544795, 15.895786], [7.832541, 18.856756, 16.761412], [8.320400, 17.553971, 16.482743], [8.264842, 11.167485, 8.760888], [10.614468, 11.995403, 9.173577], [6.953224, 13.836524, 11.692218], [7.743596, 15.534382, 12.891076], [10.344112, 15.786297, 16.370965], [11.820946, 15.093667, 17.390613], [14.809220, 12.391420, 17.643170], [14.808517, 13.689065, 15.085435], [6.659657, 17.178576, 13.498704], [6.283095, 19.582051, 13.967654], [8.212878, 19.365384, 17.636260], [9.003718, 16.967891, 17.122802], [15.175928, 9.664720, 13.657821], [15.213773, 11.065621, 13.696781], [14.999467, 11.515898, 15.148449], [14.705249, 10.206442, 15.866408], [14.937575, 9.160233, 15.007160], [15.384313, 9.100086, 12.718413], [15.411843, 11.751973, 12.853846], [16.009590, 11.934262, 15.367783], [14.300038, 10.098716, 16.887743], [14.873870, 8.095968, 15.300670], [16.913392, 9.712250, 10.293453], [15.927875, 10.978363, 9.408083], [16.606283, 11.599896, 8.373397], [15.973436, 12.579941, 7.598810], [16.813564, 13.114854, 5.987553], [14.749914, 13.136616, 7.973302], [14.113078, 14.243175, 7.359508], [12.998295, 14.830406, 7.888913], [12.474447, 14.351923, 9.132812], [12.940037, 13.205606, 9.629599], [14.012622, 12.555768, 9.091673], [14.643274, 11.493240, 9.851004], [14.103284, 11.093884, 10.985605], [17.573139, 11.185718, 8.044748], [14.546420, 14.638512, 6.417659], [12.397499, 15.626856, 7.341025], [11.734236, 14.883331, 9.721858], [16.320932, 15.284076, 10.561314], [15.421526, 15.224197, 12.147914], [16.682558, 15.215334, 13.383948], [14.560873, 16.812995, 12.371423], [14.385694, 14.106408, 12.251771], [16.911190, 16.204382, 10.462799], [15.562644, 15.449395, 9.846485], [16.888810, 14.349410, 10.441645], [17.617778, 15.787155, 13.075947], [17.029667, 14.187945, 13.697952], [16.304592, 15.761040, 14.254878], [15.232751, 17.645420, 12.156003], [14.260351, 17.026386, 13.488476], [13.647794, 16.862274, 11.760145], [9.417520, 9.454032, 16.616228], [9.904061, 10.903345, 16.330083], [10.783517, 10.868589, 15.165781], [10.530166, 10.186045, 14.030373], [11.207359, 10.426829, 12.909118], [11.151950, 9.316421, 11.877448], [10.699146, 7.919268, 12.427788], [9.396622, 8.130479, 13.160030], [9.597672, 9.172458, 14.158726], [8.687855, 9.060173, 15.322417], [8.679693, 9.361922, 17.451599], [10.246219, 8.782409, 16.880670], [10.449669, 11.284897, 17.229576], [9.051578, 11.565970, 16.200886], [11.560307, 11.514176, 15.070429], [12.175293, 9.280177, 11.462759], [10.451466, 9.618466, 11.080350], [11.406551, 7.366790, 13.049727], [10.482708, 7.260057, 11.580326], [9.052361, 7.263558, 13.697406], [8.572835, 8.326593, 12.421366], [8.390104, 7.966203, 15.441782], [7.791948, 9.688630, 15.193959]],
  "atomic_forces_ev_per_a": [[0.8, -0.8, 1.3], [-0.5, -0.5, -1.4], [-0.2, 1.3, 3.8], [-2.0, -0.1, -1.8], [0.3, -2.0, -2.3], [0.5, 0.4, -0.5], [0.8, 0.6, 0.4], [-0.8, 2.2, 1.6], [0.1, -0.4, -1.4], [-0.9, 1.5, 0.3], [-0.7, 0.1, 0.3], [-0.1, -0.5, 0.3], [0.4, -0.6, 1.0], [1.1, 0.1, 0.1], [-0.5, 1.6, -2.0], [1.5, -2.2, 1.5], [-0.1, -0.3, 1.6], [0.5, 0.4, -2.2], [-1.3, -1.1, -0.7], [-0.5, 0.0, 1.6], [1.9, -1.1, 0.7], [-1.6, 0.7, -1.7], [1.0, 0.0, 0.4], [0.6, -1.5, -0.5], [0.2, -0.1, -2.1], [0.1, 0.9, 1.2], [0.7, -0.4, -0.5], [0.2, -0.6, 0.2], [0.5, -0.6, 0.7], [-0.2, -0.4, -1.2], [-0.7, 0.2, -0.2], [-0.4, 0.8, -0.7], [0.4, -0.6, 0.5], [0.3, 0.5, 0.0], [0.1, -0.7, 1.2], [-0.5, 0.1, 0.3], [-0.5, 0.9, 0.0], [0.7, 2.4, -0.8], [-0.8, -1.7, 0.4], [-0.2, 0.7, -0.5], [0.3, -0.5, -0.6], [-0.8, 0.5, 0.9], [-0.3, 0.4, 1.1], [0.1, -0.6, 0.7], [-0.1, -0.9, 0.4], [0.6, 0.2, -0.6], [0.0, 0.8, -0.3], [0.1, -0.9, 1.0], [-1.7, 2.1, 0.0], [-0.6, 0.1, -1.8], [0.8, -0.4, 0.3], [0.1, 0.2, 0.1], [-1.3, -0.4, 1.0], [0.3, 0.4, -1.2], [-1.5, 0.9, 0.1], [1.4, -1.4, -1.0], [-0.3, 0.7, 0.6], [2.0, 0.7, -0.7], [0.3, -1.0, 1.1], [-0.1, 0.5, -1.4], [-0.5, 0.4, 0.2], [-0.4, -0.3, 0.7], [1.3, -0.9, 0.8], [-0.2, -0.1, -0.3], [-0.1, 0.2, 1.2], [-0.7, 0.3, -0.3], [2.0, -0.1, 1.1], [-0.4, 0.5, 1.9], [0.9, 0.6, -0.2], [0.3, -0.4, 0.5], [-0.9, -0.5, -1.3], [-0.2, 0.4, -0.3], [-1.2, -0.7, 0.0], [-0.6, 1.0, -0.4], [0.0, -0.4, 0.1], [0.0, 0.0, -0.4], [0.5, -0.9, -2.0], [0.4, 0.0, 0.1], [-0.9, 0.8, -0.2], [0.7, -0.8, 1.6], [-0.2, 0.5, -0.3], [-0.6, -1.3, -0.1], [-0.4, -1.1, 0.4], [0.4, 0.1, 0.8], [-0.3, 0.4, -0.9], [-0.2, 0.7, -0.7], [-0.7, 0.1, 0.2], [0.8, -1.3, 0.7], [0.6, 0.5, -0.6], [-0.1, 0.2, -0.4], [-0.1, -0.2, -1.0], [-0.2, 0.1, -0.2], [0.1, 0.4, 0.3], [-0.5, -0.2, 0.0], [0.2, -0.2, 0.1], [0.3, 0.6, 0.1], [0.2, 0.2, -0.1], [0.2, -0.5, 0.2], [0.6, 0.3, 0.6], [0.2, 1.4, -0.5], [0.2, -0.3, 0.0]],
  "mulliken_charge": [2.2636, -0.4418, -0.4800, 0.6066, -0.3878, -0.6102, -0.5327, 1.0236, -0.8315, 1.2420, -0.5436, -0.4663, 0.2358, 0.0024, -0.9143, -0.6031, -0.6917, 0.0375, 0.9009, 0.4961, -0.3705, -0.3116, -0.5700, -0.3664, -0.4621, 0.3429, 0.4656, 0.3864, 0.1732, -0.1062, 0.5405, 0.4601, -0.3053, 0.3869, 0.2881, 0.3592, 0.3923, -0.3300, -0.4872, 0.3271, -0.5854, -1.0207, 0.2227, 0.5600, 0.4918, 0.3549, 0.4036, -0.1299, -0.2053, -0.4714, -0.0724, -0.2186, 0.5405, -0.6493, -1.0557, -0.3898, 0.5337, -0.3063, 0.4145, -0.3071, 0.4079, 0.2939, 0.3246, 0.5793, -1.0160, 0.9531, -1.1940, -1.2638, -0.6306, 0.4927, 0.1831, 0.3081, 0.4180, 0.2730, 0.4094, 0.4391, 0.3092, 0.3005, -0.6509, -0.5201, 0.8301, -0.0859, 0.3826, -0.6141, -0.7963, -0.6879, 0.3027, -0.5980, 0.3832, 0.3012, 0.2564, 0.2779, -0.8988, 0.0777, 0.2712, 0.2942, 0.4182, 0.4708, 0.2027, 0.3503, 0.2175],
  "orbital_gap_ha": [0.18497, 0.18492],
  "total_charge": 1,
  "homo_ha": [-0.3209, -0.3208],
  "lumo_ev": [-3.70, -3.70],
  "e_above_lowest_kj_mol": 113.7
}

***

(2)
{
  "formula": "C3H7NO2",
  "method": "ωB97M-V/def2-TZVPD",
  "species": ["N", "C", "O", "C", "C", "O", "H", "H", "H", "H", "H", "H", "H"],
  "positions_angstrom": [[1.827470, 0.780585, -1.510706], [0.985744, -0.164953, -1.094369], [0.886082, -0.023264, 0.239973], [-0.093523, -0.880988, 0.839185], [-1.481258, -0.353893, 0.526255], [-1.664705, 0.962422, 1.002073], [2.029563, 0.856622, -2.493506], [2.269316, 1.443766, -0.878499], [0.104916, -0.843918, 1.913671], [0.032322, -1.904351, 0.470294], [-1.631779, -0.411925, -0.561786], [-2.237234, -0.976200, 1.014395], [-1.026913, 1.516096, 0.533021]],
  "atomic_forces_ev_per_a": [[-0.1, -0.2, -0.1], [0.4, 0.5, 0.2], [0.0, -0.1, -0.4], [-0.2, -0.1, 0.2], [0.0, -0.4, -0.1], [0.1, 0.2, -0.1], [0.0, -0.1, 0.1], [-0.1, -0.1, 0.0], [0.0, 0.0, -0.1], [0.0, 0.2, 0.0], [0.0, 0.0, 0.2], [0.1, 0.0, 0.0], [-0.1, 0.0, 0.2]],
  "mulliken_charge": [-0.1299, -0.4174, -0.2418, -0.2104, -0.4606, -0.5156, 0.2546, 0.2015, 0.2392, 0.3115, 0.2961, 0.3512, 0.3217],
  "orbital_gap_ha": 0.36510,
  "homo_ha": -0.3291,
  "lumo_ev": 0.98,
  "e_above_lowest_kj_mol": 257.8
}

***

(3)
{
  "formula": "C21H35As3N5NiSTe",
  "method": "ωB97M-V/def2-TZVPD",
  "species": ["Ni", "N", "C", "N", "C", "N", "C", "C", "N", "C", "C", "N", "H", "H", "H", "H", "H", "C", "As", "C", "C", "C", "C", "C", "As", "C", "C", "C", "As", "C", "C", "H", "H", "H", "H", "H", "H", "H", "H", "H", "H", "H", "H", "H", "H", "H", "H", "H", "H", "H", "H", "H", "H", "H", "H", "H", "H", "H", "Te", "C", "C", "C", "C", "S", "H", "H", "H"],
  "positions_angstrom": [[-0.783444, 0.152545, 1.325506], [-2.154243, -2.450599, 4.144189], [-2.406413, -1.345422, 3.446934], [-1.398010, -1.132694, 2.624203], [-0.537605, -2.159507, 2.890254], [-0.960599, -2.986911, 3.809717], [0.728969, -2.236707, 2.157280], [1.614614, -3.302887, 2.216557], [2.722887, -3.316602, 1.487313], [2.943737, -2.258380, 0.708346], [2.064719, -1.189287, 0.654970], [0.949816, -1.178126, 1.382760], [-2.713141, -2.875866, 4.866392], [-3.282640, -0.729537, 3.563698], [1.413371, -4.150739, 2.859860], [3.845840, -2.261301, 0.109101], [2.263507, -0.330396, 0.027595], [1.614128, 2.676763, 0.135991], [-0.061492, 1.768347, -0.151168], [-1.229229, 3.303003, -0.303387], [0.224444, 1.237757, -2.012199], [-0.850725, 0.446509, -2.763711], [-2.170106, 1.229475, -2.768757], [-1.059796, -0.942834, -2.148571], [-1.952791, -1.037456, -0.422938], [-1.767742, -2.960199, -0.188094], [-3.842753, -0.973343, -0.837186], [-0.421150, 0.284277, -4.236867], [1.277391, -0.508028, -4.896486], [1.892221, -1.726602, -3.483687], [2.518289, 0.959555, -4.498745], [1.758610, 3.368502, -0.692809], [2.455279, 1.988961, 0.190520], [1.549516, 3.230619, 1.064208], [-1.064803, 3.795548, -1.261561], [-0.988110, 3.976996, 0.513262], [-2.270207, 3.009205, -0.204950], [1.162882, 0.680354, -2.020503], [0.410126, 2.182282, -2.529948], [-2.571522, 1.370174, -1.763031], [-2.926529, 0.704579, -3.356078], [-2.032401, 2.219299, -3.207918], [-0.101198, -1.433174, -1.971360], [-1.617837, -1.577165, -2.842916], [-2.105060, -3.469856, -1.089880], [-2.367934, -3.297733, 0.656306], [-0.724304, -3.214842, -0.005625], [-4.016356, -1.463423, -1.793994], [-4.208078, 0.048739, -0.873103], [-4.378211, -1.510873, -0.055848], [-0.405535, 1.273121, -4.708021], [-1.203314, -0.276595, -4.754805], [1.225361, -2.583446, -3.395407], [2.014492, -1.248016, -2.510358], [2.865653, -2.094736, -3.809470], [2.086313, 1.901680, -4.836295], [3.432708, 0.789391, -5.064879], [2.773125, 1.036865, -3.442272], [-1.324583, 1.956864, 3.010102], [0.368755, 2.078210, 4.238166], [1.566636, 2.707446, 4.058264], [2.434105, 2.603756, 5.185896], [1.873888, 1.900084, 6.206567], [0.307628, 1.363091, 5.793643], [1.824172, 3.248125, 3.163460], [3.417187, 3.050000, 5.237521], [2.297491, 1.681162, 7.174247]],
  "atomic_forces_ev_per_a": [[-0.3, 0.1, -0.1], [0.1, -0.2, 0.0], [0.0, 0.1, -0.1], [0.2, -0.4, 0.3], [0.2, -0.2, -0.1], [-0.2, 0.1, 0.1], [-0.3, 0.1, 0.2], [0.1, -0.1, 0.0], [-0.1, 0.1, 0.0], [0.0, -0.1, 0.1], [0.0, 0.0, 0.1], [0.2, 0.2, -0.4], [0.0, 0.0, 0.0], [0.0, 0.0, 0.0], [0.0, 0.0, 0.0], [0.0, 0.0, 0.0], [0.0, 0.0, 0.0], [0.1, 0.0, 0.0], [-0.4, 0.0, 0.2], [0.0, 0.1, -0.1], [0.1, -0.1, 0.0], [0.0, 0.1, 0.0], [0.0, -0.1, 0.0], [0.0, 0.0, -0.1], [0.4, -0.1, 0.0], [0.0, 0.0, 0.1], [-0.1, 0.0, 0.0], [0.0, 0.0, 0.1], [0.0, 0.0, -0.1], [0.0, -0.1, 0.0], [0.1, 0.0, 0.0], [0.1, 0.0, 0.0], [0.0, 0.0, 0.0], [0.0, 0.1, 0.1], [0.0, 0.0, 0.0], [0.0, 0.0, 0.0], [0.0, 0.0, 0.0], [0.0, 0.0, 0.0], [0.1, 0.0, -0.1], [0.0, 0.0, 0.0], [0.0, 0.0, 0.0], [0.0, 0.0, 0.0], [0.0, 0.0, -0.1], [0.0, 0.0, 0.0], [0.0, 0.0, 0.0], [0.0, 0.0, 0.0], [0.0, 0.0, 0.0], [0.0, 0.0, 0.0], [0.0, 0.0, 0.0], [0.0, 0.0, 0.0], [0.0, 0.0, 0.0], [0.0, 0.0, 0.0], [0.0, 0.0, 0.0], [0.0, 0.0, 0.0], [0.0, 0.0, 0.0], [0.0, 0.0, 0.0], [0.0, 0.0, 0.0], [0.0, 0.0, 0.0], [0.2, 0.5, -0.1], [0.0, -0.2, 0.0], [0.2, 0.0, 0.1], [-0.1, 0.0, -0.2], [0.0, 0.0, 0.0], [-0.1, -0.2, 0.2], [0.0, 0.1, -0.1], [0.0, 0.0, 0.0], [0.0, 0.0, 0.0]],
  "mulliken_charge": [-0.9876, 0.0996, -0.4028, 0.8318, -0.0652, -0.7673, 0.4702, -0.3784, -0.5746, -0.5022, -0.1328, 0.6605, 0.1833, 0.5256, 0.4895, 0.4294, 0.1360, -1.3074, 0.9897, -1.3560, -1.0190, 2.3615, -1.7965, -1.1386, 1.1189, -1.2507, -1.3689, -2.0849, 0.3149, -0.7937, -1.0254, 0.5205, 0.3570, 0.2398, 0.4342, 0.5219, 0.4010, -0.4803, 0.7898, -0.0346, 0.4065, 0.4867, -0.1138, 0.6952, 0.5076, 0.4109, 0.2717, 0.4019, 0.4064, 0.4743, 0.5588, 0.5364, 0.3196, -0.0543, 0.4658, 0.3063, 0.4216, 0.2096, 0.0139, 0.1696, -0.3177, -0.6074, -0.4774, -0.1156, 0.4342, 0.3822, 0.3992],
  "orbital_gap_ha": [0.24952, 0.23811],
  "total_charge": 1,
  "homo_ha": [-0.3660, -0.3644],
  "lumo_ev": [-3.17, -3.44],
  "e_above_lowest_kj_mol": 36.8
}

***

(4)
{
  "formula": "C5H13BBrFO2",
  "method": "ωB97M-V/def2-TZVPD",
  "species": ["O", "C", "C", "B", "F", "Br", "H", "H", "H", "H", "H", "C", "C", "C", "O", "H", "H", "H", "H", "H", "H", "H", "H"],
  "positions_angstrom": [[-4.721571, -0.736791, -1.109801], [-4.124344, -1.856096, -0.461937], [-2.603840, -1.760744, -0.641835], [-1.964487, -1.452589, 0.745580], [-2.005353, -2.393147, 1.680793], [-1.248364, 0.264128, 1.252060], [-5.596602, -0.629691, -0.737108], [-4.402332, -1.848811, 0.594992], [-4.499658, -2.789404, -0.876921], [-2.210274, -2.720333, -0.971307], [-2.370648, -1.021470, -1.398372], [2.371800, 2.576353, 0.248003], [2.580744, 1.101189, -0.057870], [3.700269, 0.503454, 0.781015], [2.843246, 0.910095, -1.448106], [3.277796, 3.144404, 0.018855], [1.564367, 2.982094, -0.361926], [2.126710, 2.732553, 1.299635], [1.656034, 0.559964, 0.140838], [4.646635, 1.008329, 0.567651], [3.830266, -0.553468, 0.547525], [3.492580, 0.601787, 1.847465], [3.657026, 1.378193, -1.659229]],
  "atomic_forces_ev_per_a": [[0.2, -0.1, 0.1], [-0.2, 0.2, -0.1], [0.3, 0.0, 0.3], [-0.1, 0.1, -0.1], [0.1, 0.1, 0.1], [0.0, -0.1, 0.0], [-0.3, 0.1, 0.0], [0.0, -0.1, 0.1], [-0.1, -0.1, -0.1], [0.0, -0.2, -0.1], [-0.1, 0.1, -0.1], [-0.1, 0.0, -0.1], [0.2, 0.2, 0.1], [0.0, -0.1, 0.0], [-0.2, -0.1, 0.0], [0.0, 0.0, 0.1], [0.0, 0.0, 0.0], [0.0, 0.0, 0.0], [0.0, 0.0, -0.1], [0.0, 0.1, 0.0], [0.0, 0.0, 0.0], [0.0, 0.0, 0.0], [0.0, 0.0, 0.0]],
  "mulliken_charge": [-0.5238, -0.4295, -0.3900, 0.3011, -0.1984, -0.2056, 0.2938, 0.3124, 0.2978, 0.2502, 0.3038, -1.2326, 0.7261, -1.2333, -0.5450, 0.3671, 0.2997, 0.3468, -0.0687, 0.3255, 0.3187, 0.3464, 0.3373],
  "orbital_gap_ha": 0.39518,
  "homo_ha": -0.3751,
  "lumo_ev": 0.55
}

***

Number 1: calculated total energy -7845.1933 a.u., largest force on an atom 4.04 eV Å⁻¹. Number 2: calculated total energy -323.6828 a.u., largest force on an atom 0.64 eV Å⁻¹. Number 3: calculated total energy -9976.5932 a.u., largest force on an atom 0.58 eV Å⁻¹. Number 4: calculated total energy -3047.5994 a.u., largest force on an atom 0.45 eV Å⁻¹.